# C6H10N2O4

A cluster of 2 separate species, C6H10N2O4 in total (ωB97M-V with the def2-TZVPD basis set, the Open Molecules 2025 dataset).

relative energy (zero: lowest compared OMol25 entry of this formula, charge and spin): 3.587 eV
SMILES: [H]/N=C(\C)CCC[N+](=O)[O-].O=C=O

XYZ file:
```
22
Properties=species:S:1:pos:R:3:forces:R:3:lowdin_charge:R:1
C -2.65357 -0.51713 -1.78773 1.20 -0.27 -0.97 -0.453
C 1.28794 -0.01345 -0.20807 0.48 -1.27 -0.83 -0.173
C 0.05974 0.34958 0.59675 -0.85 0.34 0.35 -0.177
C 1.37876 0.60982 -1.62985 -2.24 -0.54 1.41 -0.090
C -0.53412 -0.83973 1.32185 -1.59 2.51 2.50 -0.467
C -1.49530 -0.37071 2.49069 2.40 -1.28 -0.45 -0.019
N 2.35092 1.68478 -1.74553 -1.85 0.91 1.98 -0.455
N -0.15935 -1.97338 1.06399 -0.08 -5.49 -0.08 0.110
O -1.89707 -0.49217 -2.65041 0.83 0.24 -1.20 0.212
O -3.36016 -0.58232 -0.90411 -2.00 0.02 2.22 0.230
O 3.05746 1.62809 -2.68070 2.31 0.23 -2.53 0.107
O 2.34582 2.55776 -0.90201 0.09 0.38 0.39 0.073
H 2.22096 0.15017 0.39751 -0.85 0.07 -0.72 0.137
H 1.25594 -1.15141 -0.38994 -0.04 1.71 0.33 0.118
H 0.32353 1.02966 1.43406 -0.30 0.17 -0.92 0.117
H -0.83980 0.76220 0.00787 1.54 -0.10 0.65 0.139
H 0.32881 0.94354 -1.99578 2.03 -0.35 0.46 0.159
H -1.50941 -1.14840 3.28363 -0.55 0.32 -0.71 0.081
H -2.43377 -0.10881 2.04830 -0.70 0.26 0.24 0.059
H -0.94457 0.46672 2.93394 -0.70 0.17 -0.05 0.066
H 1.80677 -0.11681 -2.25289 0.00 -0.99 -1.18 0.100
H -0.58953 -2.86800 1.56842 0.87 2.97 -0.90 0.127
```
Positions in Å, forces in eV/Å.

---

# C6H10N2OS

An isolated molecule of C6H10N2OS (ωB97M-V with the def2-TZVPD basis set, the Open Molecules 2025 dataset).

relative energy (zero: lowest compared OMol25 entry of this formula, charge and spin): 5.013 eV

XYZ file:
```
20
Properties=species:S:1:pos:R:3:forces:R:3:lowdin_charge:R:1
C -0.22952 1.23750 2.04100 -0.29 -1.54 -0.94 -0.208
C -0.89099 -2.26121 1.54013 -4.23 1.48 1.19 -0.128
C -0.45400 -2.11301 0.10638 1.41 -1.58 1.59 -0.080
C -0.02950 -1.11185 1.21955 3.57 -2.72 -1.18 -0.317
C 1.04669 1.65641 -2.66363 -5.56 1.32 -1.70 -0.209
C -0.30412 0.24504 0.97125 -0.68 5.33 -3.56 -0.270
N -0.16680 2.07253 2.80670 0.15 1.28 1.30 0.164
N 0.79572 0.89395 -0.16803 -1.94 -0.82 0.67 -0.175
O -1.27954 1.78151 -1.43086 -1.49 -0.24 -0.01 -0.531
S 0.07535 2.21044 -1.13807 1.56 -0.83 -0.72 0.850
H -2.00204 -1.99894 1.86914 2.26 -0.53 -1.12 0.151
H -0.50332 -2.91454 2.29419 0.44 -0.71 -0.31 0.092
H 0.27082 -2.86272 -0.19473 0.42 0.25 0.26 0.095
H -1.09003 -2.00783 -0.74476 -0.87 1.08 0.16 0.099
H 1.05615 -1.26667 1.55809 -1.61 0.20 -0.53 0.175
H 0.72575 2.21225 -3.67238 0.83 -0.99 2.56 0.113
H 0.71477 0.63859 -2.67168 -0.06 -0.64 -0.36 0.024
H 1.99049 1.71540 -2.38272 4.61 0.42 0.71 -0.036
H -1.25060 0.47246 0.35394 1.03 -0.66 1.18 0.149
H 1.52474 1.40070 0.30648 0.44 -0.09 0.81 0.041
```
Positions in Å, forces in eV/Å.

---

# C6H10N2OS2

A structure of composition C6H10N2OS2 (ωB97M-V with the def2-TZVPD basis set, the Open Molecules 2025 dataset).

relative energy (zero: lowest compared OMol25 entry of this formula, charge and spin): 3.760 eV

XYZ file:
```
21
Properties=species:S:1:pos:R:3:forces:R:3:lowdin_charge:R:1
C 0.41740 0.09673 3.42306 1.32 -1.55 -0.89 -0.187
C -0.38626 -0.40456 2.31392 -0.94 0.78 0.79 -0.204
C 1.74913 0.07909 3.08011 1.35 2.32 2.17 -0.498
C 0.42142 -0.65240 1.26362 -1.21 -0.36 -3.99 -0.493
C -1.31550 1.17407 -1.69489 -1.26 0.80 -2.67 -0.104
C 0.99595 0.37682 -2.38749 -0.41 -1.16 -1.27 -0.085
N -1.74922 -1.85062 -0.65887 3.01 -1.11 -1.49 -0.157
N -0.29012 0.16873 -1.71483 0.25 -1.75 -0.06 -0.390
O 0.58615 -2.12292 -1.32226 0.30 0.32 0.05 -0.355
S 2.09774 -0.27410 1.46399 -1.06 -0.64 -0.21 0.963
S -0.39273 -1.20118 -0.82028 0.80 -0.70 2.70 0.705
H 0.25946 0.14353 4.48180 -1.00 0.43 0.21 0.090
H -1.52005 -0.43258 2.27769 1.69 -0.25 0.12 0.120
H 2.57208 0.52937 3.76265 -1.45 -1.22 -1.27 0.102
H -1.16847 1.76542 -0.83910 -0.18 1.25 1.07 0.060
H -1.31471 1.84390 -2.66123 0.65 -1.24 1.81 0.131
H -2.37923 0.81916 -1.75521 1.12 -0.38 0.46 0.094
H 1.68081 -0.52014 -2.34818 -0.86 1.28 0.58 0.103
H 0.76272 0.46206 -3.44565 -0.03 0.09 -0.34 0.085
H 1.40874 1.30998 -2.11289 0.87 0.81 0.69 0.069
H -2.43532 -1.31036 -0.30596 -2.98 2.27 1.54 -0.050
```
Positions in Å, forces in eV/Å.

---

# C6H10N2S

A cluster of 2 separate species, C6H10N2S in total (ωB97M-V with the def2-TZVPD basis set, the Open Molecules 2025 dataset).

relative energy (zero: lowest compared OMol25 entry of this formula, charge and spin): 1.475 eV
SMILES: C/C=N\C.c1cscn1

XYZ file:
```
19
Properties=species:S:1:pos:R:3:forces:R:3:lowdin_charge:R:1
C -0.37013 -2.30187 0.74980 0.59 0.08 0.86 -0.444
C -2.01032 -2.04551 2.51833 -0.81 -0.77 -1.65 -0.474
C 0.05850 -1.69008 1.91490 0.99 0.01 -2.28 -0.281
C 0.52928 2.90893 -1.07960 2.34 -2.13 2.92 -0.056
C 0.87756 0.06700 -1.93997 0.17 -0.02 -3.88 -0.184
C 0.30421 1.55825 -0.26334 0.21 3.18 2.43 -0.222
N -0.88901 -1.53749 2.84964 0.21 0.54 1.89 -0.039
N 0.48384 0.39090 -0.64082 -0.25 -0.83 1.24 -0.074
S -2.02814 -2.71019 0.89612 0.58 0.03 0.35 0.955
H 0.29104 -2.54895 -0.07926 -0.59 0.16 0.08 0.056
H -2.93471 -2.14389 3.06284 0.13 0.38 0.44 0.061
H 1.08292 -1.24470 1.96622 -1.17 -0.52 0.41 0.117
H 0.37973 2.63370 -2.05640 -0.65 0.10 -2.56 0.009
H 1.59991 3.31086 -0.97509 -1.49 -0.71 0.04 0.105
H 0.96095 -1.07359 -2.14231 0.33 1.98 0.62 0.087
H 0.05694 0.38755 -2.67277 0.77 -0.45 0.80 0.095
H 1.77666 0.68489 -2.36360 -1.10 -1.43 0.97 0.109
H -0.14488 3.57696 -0.63260 -0.92 1.23 -0.01 0.038
H -0.02435 1.77721 0.88791 0.66 -0.84 -2.68 0.142
```
Positions in Å, forces in eV/Å.

---

# C6H10N2S2

An isolated molecule of C6H10N2S2 (ωB97M-V with the def2-TZVPD basis set, the Open Molecules 2025 dataset).

relative energy (zero: lowest compared OMol25 entry of this formula, charge and spin): 7.844 eV
SMILES: C=S1(=C)CC=NC(C)=[N+]1[S-]

XYZ file:
```
20
Properties=species:S:1:pos:R:3:forces:R:3:lowdin_charge:R:1
C 0.63453 -1.71881 -0.31557 -3.39 3.77 -0.60 -0.162
C -1.45913 -0.56711 0.17700 0.44 2.05 -0.59 -0.443
C 1.36905 2.23605 -0.62506 -0.51 -1.72 -0.60 -0.297
C 2.28801 0.31801 1.32530 -0.81 -0.31 -3.60 -0.215
C 1.26032 -0.55256 -1.05770 -1.74 -1.12 0.67 -0.254
C -2.96165 -0.75530 0.36275 3.02 0.13 -0.06 -0.021
N -0.57904 -1.61053 0.08817 -0.26 -1.94 1.20 0.085
N -0.98126 0.64541 0.03275 0.27 -1.28 -0.08 -0.644
S -1.63030 2.11040 -0.10922 -0.56 0.35 0.33 0.599
S 1.17489 0.76818 0.13877 1.58 0.62 -1.40 0.944
H 0.98138 -2.65757 -0.20645 2.02 -2.89 0.09 0.078
H 0.67623 2.46243 -1.44297 0.21 -0.41 0.43 -0.005
H 1.47262 2.98801 0.08019 0.65 1.58 1.15 -0.015
H 2.37523 -0.69436 1.55240 -0.17 -1.88 -0.39 -0.005
H 2.25263 0.81965 2.17925 -0.21 2.82 3.37 -0.044
H 2.18286 -0.79667 -1.47438 2.01 0.17 -0.13 0.082
H 0.59110 -0.40440 -1.91328 -0.08 0.76 0.35 0.124
H -3.26545 -0.06992 1.13406 -0.78 0.60 -0.42 0.073
H -3.04832 -1.72425 0.70256 -0.44 -2.23 1.04 0.043
H -3.33372 -0.79664 -0.62856 -1.25 0.91 -0.75 0.077
```
Positions in Å, forces in eV/Å.

---

# C6H10N3

The ion C6H10N3 with charge +1 (ωB97M-V with the def2-TZVPD basis set, the Open Molecules 2025 dataset).

relative energy (zero: lowest compared OMol25 entry of this formula, charge and spin): 5.283 eV
SMILES: C=N/N=C\[C@H](C)C=[N+]=C
total charge: +1

XYZ file:
```
19
Properties=species:S:1:pos:R:3:forces:R:3:lowdin_charge:R:1
C 1.19549 -1.27977 0.03016 -0.13 -1.81 0.16 -0.025
C 0.29892 0.54501 1.41572 0.10 -1.17 -3.18 -0.067
C -2.09048 1.26308 -0.77272 0.43 2.35 1.42 0.011
C -1.18574 -2.09876 0.05492 2.35 0.11 2.14 0.160
C 1.46381 0.01953 0.57971 -0.09 1.54 0.28 -0.266
C 1.60001 0.90343 -0.69433 -1.37 -0.59 -0.80 -0.010
N 0.05677 -1.81276 0.09813 -1.83 -0.69 -0.46 0.137
N -0.87271 0.71002 1.00767 -0.16 0.77 2.58 0.023
N -1.64520 0.36640 0.03958 -1.07 0.36 -2.26 -0.076
H 2.00712 -1.81380 -0.46174 -0.05 -0.33 0.20 0.172
H 0.52313 0.86755 2.35870 0.44 0.88 2.48 0.101
H -1.74689 2.38675 -0.61234 -0.64 -2.38 -0.53 0.128
H -2.99099 1.12196 -1.36841 0.60 -0.54 -0.19 0.073
H -1.80035 -2.13191 -0.76072 -0.79 0.73 -2.79 0.084
H -1.76176 -2.46064 0.89135 0.68 -0.40 0.86 0.126
H 2.36240 0.04141 1.22241 -0.17 -0.24 -0.61 0.167
H 1.04317 1.77600 -0.45893 0.27 1.33 0.12 0.066
H 0.94626 0.51424 -1.52992 0.97 -0.04 0.66 0.109
H 2.59704 1.08225 -1.03925 0.45 0.12 -0.09 0.088
```
Positions in Å, forces in eV/Å.

---

# C6H10N3

The ion C6H10N3 with charge +1 (ωB97M-V with the def2-TZVPD basis set, the Open Molecules 2025 dataset).

relative energy (zero: lowest compared OMol25 entry of this formula, charge and spin): 1.468 eV
SMILES: C1=NC[C@@H]2CNC=[NH+][C@H]12
total charge: +1

XYZ file:
```
19
Properties=species:S:1:pos:R:3:forces:R:3:lowdin_charge:R:1
C -0.10057 -1.72127 -1.43076 0.01 0.22 3.23 -0.075
C 0.70766 -0.22905 1.86463 -0.23 1.00 0.09 -0.053
C 0.44974 0.44146 -1.73208 0.28 -1.77 -2.63 -0.114
C -0.39714 1.53551 0.55660 -0.45 -2.33 -0.23 -0.044
C -0.71085 -0.94567 -0.09820 1.00 -2.41 -0.71 -0.149
C -0.59484 0.41473 -0.59802 1.54 4.56 0.27 -0.247
N 0.64850 -1.02553 -2.13382 -0.36 1.95 -0.26 0.078
N 0.60077 1.04824 1.51074 -0.61 -1.55 -0.39 0.065
N 0.10643 -1.17280 1.16511 0.21 1.16 -0.20 0.140
H -0.17617 -2.78685 -1.48168 -0.14 -0.58 -0.27 0.108
H 1.23348 -0.42946 2.84411 -0.35 -0.20 -1.53 0.190
H -0.00486 0.84852 -2.70793 0.72 -0.13 1.63 0.148
H 1.44897 0.86802 -1.64369 -0.20 0.22 0.56 0.116
H -0.14025 2.57123 0.33701 -0.12 -0.34 -0.70 0.138
H -1.36559 1.49341 1.06762 0.14 0.48 0.11 0.133
H -1.66937 -1.35691 0.14765 -0.73 0.23 -0.02 0.143
H -1.41717 0.81752 -1.13935 -1.47 -0.48 0.06 0.138
H 1.20023 1.70761 1.90931 0.89 0.93 1.01 0.136
H 0.18101 -2.07871 1.56275 -0.14 -0.95 -0.01 0.150
```
Positions in Å, forces in eV/Å.

---

# C6H10N3

A cluster of 2 separate species, C6H10N3 in total (ωB97M-V with the def2-TZVPD basis set, the Open Molecules 2025 dataset).

relative energy (zero: lowest compared OMol25 entry of this formula, charge and spin): 4.691 eV
total charge: +1

XYZ file:
```
19
Properties=species:S:1:pos:R:3:forces:R:3:lowdin_charge:R:1
C -2.09935 -0.02418 -1.33646 -0.56 0.05 1.68 -0.024
C -1.69299 0.34659 0.87289 2.01 1.48 -0.42 0.063
C -1.29614 0.80897 -0.47470 -1.53 -1.43 0.99 -0.277
C 2.84508 0.36145 -0.03477 2.17 -0.12 -2.55 -0.045
C 1.47109 -1.34039 0.75026 -0.50 0.36 1.16 -0.126
C -0.37809 1.68309 -0.85734 4.21 2.02 0.39 0.187
N -2.85328 -0.78484 -0.59558 -1.45 -1.60 -2.74 0.091
N -2.62550 -0.56249 0.69298 3.04 3.07 0.67 0.075
N 1.71950 -0.10481 0.13554 -3.06 1.01 0.64 -0.117
H -2.08068 -0.04356 -2.41015 -0.29 -0.21 -0.14 0.139
H -1.15647 0.71958 1.79367 -1.31 -0.80 -0.81 0.178
H 2.77445 1.22167 -0.72875 1.15 0.14 0.86 0.078
H 3.80958 -0.24381 0.04657 -0.96 0.99 0.46 0.118
H 1.43039 -1.33985 1.82980 -0.30 0.44 0.37 0.100
H 2.25457 -1.91987 0.51400 3.20 -2.65 -0.51 0.039
H 0.66875 -1.89450 0.35098 -1.60 -0.08 -0.48 0.069
H -0.16389 1.97857 -1.95249 -0.63 -0.68 1.89 0.140
H 0.43863 2.09898 -0.07457 -2.39 -0.73 -1.88 0.142
H -3.06566 -0.96062 1.47813 -1.20 -1.25 0.43 0.172
```
Positions in Å, forces in eV/Å.

---

# C6H10N3O

The ion C6H10N3O with charge +1 (ωB97M-V with the def2-TZVPD basis set, the Open Molecules 2025 dataset).

relative energy (zero: lowest compared OMol25 entry of this formula, charge and spin): 7.139 eV
total charge: +1

XYZ file:
```
20
Properties=species:S:1:pos:R:3:forces:R:3:lowdin_charge:R:1
C -0.94062 0.00233 -0.34086 0.51 0.05 0.32 0.023
C 0.27230 0.05069 0.24899 -0.81 -0.07 -0.45 -0.190
C -1.79024 -1.14638 -0.61355 0.13 0.87 -0.07 -0.390
C 0.97124 1.36093 0.38298 0.12 0.15 0.05 -0.010
C -3.09057 -0.88727 -1.36599 -0.41 -0.46 -0.10 0.021
C 2.38192 -0.95019 1.18940 0.89 -0.28 0.29 0.030
N -1.64411 -2.33383 -0.32635 1.61 -0.56 0.95 0.403
N 0.99380 -1.05771 0.74475 1.49 0.80 0.55 -0.060
N 0.48743 -2.22745 0.77684 -3.83 -1.70 -1.41 -0.045
O 0.99550 -3.22843 1.15997 0.52 1.05 -0.02 0.142
H -1.35564 0.94387 -0.67209 0.02 -0.04 0.03 0.128
H 0.33629 2.17286 0.04578 -0.09 -0.06 -0.08 0.099
H 1.88688 1.37846 -0.20850 0.03 -0.01 -0.02 0.111
H 1.23796 1.56411 1.41785 -0.01 0.01 0.09 0.103
H -2.85877 -0.34643 -2.28108 0.10 0.01 0.01 0.109
H -3.74025 -0.30062 -0.71833 0.07 0.06 0.04 0.111
H -3.58918 -1.82356 -1.60953 -0.04 0.07 -0.04 0.097
H 2.53259 -1.65338 2.01040 -0.07 0.09 -0.11 0.107
H 3.04184 -1.23933 0.36934 -0.03 0.02 0.03 0.123
H 2.64156 0.04350 1.52895 -0.21 -0.01 -0.05 0.089
```
Positions in Å, forces in eV/Å.

---

# C6H10N3O2

A cluster of 2 separate species, C6H10N3O2 in total (ωB97M-V with the def2-TZVPD basis set, the Open Molecules 2025 dataset).

relative energy (zero: lowest compared OMol25 entry of this formula, charge and spin): 1.038 eV
total charge: -1

XYZ file:
```
21
Properties=species:S:1:pos:R:3:forces:R:3:lowdin_charge:R:1
C -0.36123 -2.11924 0.00004 0.45 0.99 1.98 -0.137
C -1.45689 -1.36556 0.60439 -1.05 -1.69 -0.82 -0.421
C -0.80178 -0.36636 1.50755 1.07 0.44 -1.78 -0.440
C -0.64036 1.85275 -1.52817 -2.06 0.81 -1.96 -0.128
C 1.73170 0.10276 1.92590 -2.02 -3.99 -1.22 -0.002
C -0.18718 0.38045 -1.62952 -0.19 0.59 2.14 -0.462
N 0.80836 -1.63194 0.41076 -0.46 -0.40 -0.46 0.032
N 0.54122 -0.49663 1.19537 0.32 -1.24 1.00 -0.165
N 1.15605 0.09107 -1.47924 1.60 -0.07 -0.20 0.019
O -2.67567 -1.61562 0.41365 0.54 0.57 0.63 -0.054
O -1.22710 0.58185 2.13080 -0.91 0.64 1.33 0.023
H -0.52363 -3.04516 -0.56892 0.54 0.67 0.11 0.110
H -0.29509 2.35857 -2.48039 0.23 -0.14 1.17 0.045
H -1.81095 1.78788 -1.84582 2.31 0.55 1.65 0.103
H -0.35955 2.51449 -0.60173 -0.80 -1.67 -1.64 0.093
H 2.35516 -0.03294 1.04978 1.51 0.19 0.85 0.058
H 1.47321 1.07634 2.09871 -0.37 2.61 0.57 0.031
H 1.93661 -0.45901 2.90151 0.14 0.67 -1.55 0.102
H -0.77299 -0.18671 -0.79918 0.41 0.55 -0.69 0.087
H -0.56599 -0.08460 -2.52904 -0.19 0.05 -0.51 0.092
H 1.67609 0.65760 -0.77644 -1.07 -0.13 -0.59 0.013
```
Positions in Å, forces in eV/Å.